{
  "formula": "C3H8NOS",
  "method": "wB97M-V/def2-TZVPD",
  "symbols": ["C", "N", "C", "O", "H", "H", "H", "H", "H", "C", "S", "H", "H", "H"],
  "xyz": [[-0.2886, 1.4578, -0.5204], [0.2198, 0.7998, -1.6378], [-0.5570, -0.3427, -2.0902], [-1.4727, 1.5449, -0.2798], [0.4984, 1.9997, 0.0155], [1.1737, 0.5383, -1.4136], [-0.4790, -1.1664, -1.3760], [-0.2456, -0.6525, -3.0867], [-1.5981, -0.0314, -2.1653], [-0.0319, -1.5370, 2.3029], [1.1068, -0.7772, 1.0891], [0.5176, -1.9840, 3.1331], [-0.6710, -0.7601, 2.7305], [-0.6713, -2.2869, 1.8380]],
  "forces_ev_per_angstrom": [[-0.10, -0.03, -0.86], [0.19, -0.03, 0.67], [-0.40, 0.16, -0.21], [-0.01, 0.13, 0.22], [-0.09, 0.02, 0.21], [-0.02, -0.09, -0.14], [0.06, -0.02, 0.00], [0.20, -0.04, 0.00], [0.00, -0.04, 0.07], [0.13, 0.46, -0.05], [0.20, -0.18, 0.06], [0.00, -0.17, -0.02], [-0.12, -0.07, 0.00], [-0.03, -0.12, 0.04]],
  "e_lumo_ev": 4.034,
  "de_lowest_ev": 0.562,
  "charge": -1,
  "gap_ev": 6.5
}